No. 1
C24H14Cl7N3O2Y | ωB97M-V/def2-TZVPD

Kohn-Sham gap = 6.7376 eV
DFT total energy = -122377.50379 eV
LUMO level = 2.291 eV
ΔE to the lowest compared entry with this formula, charge and spin = 442.28 kJ/mol

Geometry as ORCA input:
```
! RIJCOSX wB97M-V def2-TZVPD def2/J DEFGRID3
* xyz -1 1
Y -0.20 1.45 -0.74
C 2.03 -1.00 2.13
C 1.89 -1.50 0.84
C 2.47 -0.82 -0.23
C 3.16 0.36 -0.01
C 3.30 0.85 1.28
C 2.74 0.17 2.35
H 1.56 -1.51 2.96
H 1.32 -2.40 0.65
H 2.35 -1.20 -1.24
H 3.59 0.90 -0.84
H 3.83 1.78 1.45
H 2.82 0.57 3.35
O -1.92 2.15 -1.05
N -5.02 3.03 -1.26
N -4.99 2.04 -0.82
O -1.23 0.18 1.02
C -3.17 -1.52 0.74
C -2.26 -2.39 1.32
C -2.63 -3.73 1.45
C -3.88 -4.16 1.01
C -4.76 -3.26 0.43
C -4.41 -1.92 0.29
H -1.30 -2.02 1.63
H -1.94 -4.43 1.90
H -4.16 -5.20 1.12
H -5.73 -3.59 0.08
H -5.08 -1.21 -0.19
Cl -0.15 2.07 3.42
C 0.86 3.12 2.46
C 0.85 2.98 1.08
C 1.68 3.87 0.42
Cl 1.72 3.73 -1.34
C 2.48 4.83 1.02
Cl 3.48 5.89 0.09
C 2.47 4.92 2.41
Cl 3.45 6.09 3.21
C 1.64 4.06 3.14
Cl 1.63 4.17 4.87
Cl -2.70 0.15 0.48
C -0.47 -0.99 -1.80
C -0.31 -2.14 -2.36
C 0.18 -2.81 -3.55
C 0.65 -2.15 -4.65
C 0.88 -0.77 -4.83
Cl 1.19 -0.13 -6.43
C 0.94 0.11 -3.77
N 1.04 0.78 -2.82
H -0.84 -2.74 -1.59
H 0.08 -3.88 -3.58
H 0.86 -2.76 -5.52
*
```

Here are the Löwdin charges for atoms 1 to 2, given in e: atom 1 (Y): 0.983, atom 2 (C): -0.095

No. 2
C4H8N2S | ωB97M-V/def2-TZVPD

SMILES = [H]/N=C(/N)[C@H](S)C=C
Kohn-Sham gap = 9.7858 eV
DFT total energy = -18092.14508 eV
LUMO level = 0.789 eV
ΔE to the lowest compared entry with this formula, charge and spin = 154.11 kJ/mol

Geometry as ORCA input:
```
! RIJCOSX wB97M-V def2-TZVPD def2/J DEFGRID3
* xyz 0 1
H -0.30 0.65 -2.04
N -0.17 1.48 -1.46
C 0.39 1.07 -0.38
N 0.81 1.98 0.57
C 0.56 -0.39 0.09
S -0.03 -1.78 -1.02
C -0.13 -0.51 1.44
C -1.28 0.09 1.76
H 0.57 2.92 0.36
H 1.50 1.75 1.29
H 1.64 -0.65 0.20
H -1.34 -1.54 -0.78
H 0.26 -1.18 2.15
H -1.85 0.68 1.01
H -1.72 0.08 2.80
*
```

Here are the Löwdin charges for atoms 1 to 2, given in e: atom 1 (H): 0.000, atom 2 (N): 0.112

No. 3
C4H5N3O | ωB97M-V/def2-TZVPD

Kohn-Sham gap = 8.8433 eV
DFT total energy = -10741.17815 eV
LUMO level = -0.283 eV
ΔE to the lowest compared entry with this formula, charge and spin = 621.03 kJ/mol

Geometry as ORCA input:
```
! RIJCOSX wB97M-V def2-TZVPD def2/J DEFGRID3
* xyz 0 1
C -0.44 -0.06 1.13
C -0.57 -1.31 0.56
C -0.16 -1.29 -0.73
C 0.22 -0.05 -1.31
H -0.57 2.87 1.00
H 1.15 2.72 1.61
H -1.12 0.59 2.10
H -1.17 -2.19 0.75
H 0.22 -0.03 -2.39
N 0.24 2.23 1.46
N 0.52 0.88 0.78
N 0.87 0.99 -0.56
O -0.53 -2.07 -1.59
*
```

Here are the Löwdin charges for atoms 1 to 2, given in e: atom 1 (C): -0.069, atom 2 (C): -0.011

No. 4
C13H16Cl3O15 | ωB97M-V/def2-TZVPD

Kohn-Sham gap = 7.3864 eV
DFT total energy = -82013.56466 eV
LUMO level = 0.300 eV

Geometry as ORCA input:
```
! RIJCOSX wB97M-V def2-TZVPD def2/J DEFGRID3
* xyz -1 1
Cl -15.48 -21.85 -4.54
O -16.83 -21.98 -4.11
O -14.70 -22.84 -3.75
O -15.30 -22.13 -5.93
O -15.00 -20.52 -4.21
C -15.22 -17.97 -8.87
C -15.34 -19.25 -8.68
C -16.51 -20.05 -9.23
O -16.73 -21.23 -8.93
C -17.36 -19.33 -10.21
C -17.21 -18.05 -10.42
C -16.17 -17.22 -9.78
O -16.07 -16.02 -9.92
O -18.11 -17.37 -11.18
O -14.37 -19.94 -7.97
H -14.40 -17.39 -8.47
H -18.29 -19.80 -10.49
H -17.81 -16.47 -11.13
H -14.79 -20.78 -7.79
C -13.37 -24.75 -10.44
C -12.89 -26.01 -10.65
C -12.60 -27.02 -9.51
O -11.93 -28.10 -9.66
C -13.03 -26.50 -8.24
C -13.54 -25.32 -8.00
C -13.73 -24.27 -9.06
O -14.22 -23.17 -8.83
O -13.69 -24.90 -6.78
O -12.55 -26.39 -11.91
H -13.64 -24.09 -11.26
H -12.84 -27.09 -7.36
H -13.90 -23.97 -6.70
H -12.21 -27.28 -11.88
O -14.58 -18.09 -2.46
H -15.50 -18.08 -2.18
H -14.51 -18.85 -3.04
O -14.67 -22.13 -0.31
H -14.49 -22.85 0.30
H -13.99 -22.21 -0.98
O -17.12 -20.21 -1.87
H -17.39 -20.99 -1.39
H -16.73 -20.56 -2.68
C -20.23 -22.39 -3.79
Cl -21.54 -23.35 -4.46
Cl -20.48 -20.63 -3.33
H -19.85 -22.97 -2.95
H -19.46 -22.36 -4.56
*
```

Here are the Löwdin charges for atoms 1 to 2, given in e: atom 1 (Cl): 0.678, atom 2 (O): -0.356

No. 5
C33H51AsGeO13P3Pb | ωB97M-V/def2-TZVPD

Kohn-Sham gap (alpha / beta) = 6.5322 / 6.7990 eV
expectation value of S² = 0.756
DFT total energy = -212128.55736 eV
LUMO level (alpha / beta) = -6.687 / -6.687 eV
ΔE to the lowest compared entry with this formula, charge and spin = 125.08 kJ/mol

Geometry as ORCA input:
```
! RIJCOSX wB97M-V def2-TZVPD def2/J DEFGRID3
* xyz 2 2
Pb 1.29 0.34 0.49
C 4.56 3.91 4.16
C 4.38 3.65 2.71
C 3.62 4.74 2.00
C 5.77 3.57 2.00
O 3.63 2.43 2.55
Ge 3.79 0.58 2.81
O 2.03 0.33 2.91
C 1.29 0.85 4.01
C 0.61 2.18 3.67
C 0.19 -0.17 4.32
C 2.20 1.05 5.19
O 3.93 -0.28 1.27
C 5.12 -1.07 0.80
C 4.75 -1.42 -0.64
C 6.18 0.01 0.83
C 5.30 -2.28 1.62
H 5.19 4.80 4.28
H 5.00 3.04 4.67
H 3.55 4.03 4.61
H 4.18 5.62 2.05
H 2.61 4.83 2.53
H 3.46 4.56 0.93
H 6.07 4.61 1.83
H 5.68 3.07 1.02
H 6.49 3.11 2.64
H 0.08 2.14 2.71
H 1.32 3.01 3.55
H -0.06 2.51 4.44
H -0.31 -0.26 3.39
H -0.48 0.25 5.06
H 0.52 -1.16 4.63
H 2.90 1.85 5.07
H 2.65 0.10 5.41
H 1.50 1.27 6.05
H 4.84 -0.54 -1.30
H 3.88 -2.05 -0.66
H 5.48 -2.12 -1.04
H 5.85 0.93 0.33
H 7.17 -0.27 0.41
H 6.38 0.27 1.87
H 4.51 -2.96 1.34
H 5.24 -1.99 2.69
H 6.27 -2.73 1.42
O -3.32 1.08 1.98
P -2.43 0.87 0.72
O -3.44 0.17 -0.23
O -1.25 -0.03 0.91
O -2.15 2.26 0.05
P -0.81 3.15 -0.30
O -1.10 4.28 0.77
O -0.99 3.57 -1.74
O 0.44 2.42 0.15
H -3.97 1.83 2.02
H -0.94 5.10 0.27
C -3.67 -5.28 -4.12
C -2.66 -4.34 -4.18
C -2.87 -3.03 -3.79
C -4.18 -2.75 -3.24
C -5.19 -3.71 -3.21
C -4.95 -4.97 -3.65
As -2.90 -1.35 -1.08
C -4.15 -2.55 -0.17
C -3.81 -3.41 0.93
C -4.89 -3.89 1.59
C -6.19 -3.84 1.08
C -6.48 -3.06 -0.02
C -5.46 -2.34 -0.61
C -5.53 -1.34 -1.69
C -6.43 -0.27 -1.68
C -6.36 0.73 -2.68
C -5.28 0.79 -3.58
C -4.32 -0.23 -3.57
C -4.53 -1.39 -2.71
H -3.51 -6.31 -4.34
H -1.62 -4.65 -4.33
H -2.08 -2.26 -3.79
H -6.18 -3.53 -2.79
H -5.61 -5.81 -3.63
H -2.79 -3.38 1.37
H -4.70 -4.26 2.60
H -7.05 -4.38 1.54
H -7.46 -3.02 -0.45
H -7.16 -0.17 -0.93
H -7.11 1.48 -2.65
H -5.12 1.59 -4.32
H -3.50 -0.20 -4.28
C 2.34 1.58 -2.57
O 1.62 0.60 -3.32
P 0.64 -0.34 -2.49
O 0.52 -1.58 -3.41
C 1.72 -2.26 -3.84
O -0.84 0.29 -2.63
C -1.12 1.24 -3.70
H 3.20 1.15 -2.05
H 1.76 2.15 -1.88
H 2.76 2.29 -3.30
H 1.46 -3.27 -3.88
H 2.52 -2.12 -3.18
H 2.07 -1.95 -4.86
H -1.07 0.66 -4.61
H -0.37 2.04 -3.69
H -2.12 1.62 -3.50
*
```

Here are the Löwdin charges for atoms 1 to 2, given in e: atom 1 (Pb): 1.565, atom 2 (C): -0.043

No. 6
C9H13NS | ωB97M-V/def2-TZVPD

Kohn-Sham gap = 6.4073 eV
DFT total energy = -21866.71106 eV
LUMO level = -0.346 eV
ΔE to the lowest compared entry with this formula, charge and spin = 190.74 kJ/mol

Geometry as ORCA input:
```
! RIJCOSX wB97M-V def2-TZVPD def2/J DEFGRID3
* xyz 0 1
C 0.10 -2.85 0.23
C 0.17 -2.00 1.28
C 0.55 -2.43 -1.04
C -0.91 1.64 0.41
C -0.97 0.13 0.63
C -0.56 2.05 -1.03
C 0.37 -0.53 1.03
C 1.39 -0.47 -0.05
C 0.87 1.88 -1.39
N 1.31 -1.33 -1.07
S 1.39 1.39 -2.85
H -0.19 -3.88 0.35
H 0.04 -2.34 2.29
H 0.48 -3.02 -1.93
H -1.89 2.06 0.63
H -0.19 2.08 1.10
H -1.68 -0.08 1.45
H -1.35 -0.37 -0.26
H -1.20 1.53 -1.75
H -0.77 3.13 -1.13
H 0.75 -0.04 1.93
H 2.30 0.11 0.03
H 1.59 2.25 -0.67
H 1.90 -1.15 -1.88
*
```

Here are the Löwdin charges for atoms 1 to 2, given in e: atom 1 (C): -0.117, atom 2 (C): -0.063

No. 7
C6H7F4NO2 | ωB97M-V/def2-TZVPD

SMILES = N[C@@]1(C(=O)O)[C@@H](F)[C@]1(F)CC(F)F
Kohn-Sham gap = 10.7025 eV
DFT total energy = -22789.00478 eV
LUMO level = 0.537 eV
ΔE to the lowest compared entry with this formula, charge and spin = 0.00 kJ/mol

Geometry as ORCA input:
```
! RIJCOSX wB97M-V def2-TZVPD def2/J DEFGRID3
* xyz 0 1
N -0.18 2.07 0.31
C 0.55 0.84 0.23
C 1.53 0.84 -0.94
O 2.30 -0.07 -1.06
O 1.23 1.77 -1.85
C 0.83 0.20 1.59
F 0.62 0.89 2.65
C -0.24 -0.36 0.76
F -1.49 -0.03 1.16
C -0.25 -1.70 0.00
C -1.35 -1.75 -0.94
F -1.24 -0.67 -1.79
F -2.59 -1.67 -0.44
H 0.03 2.70 1.09
H -1.24 1.78 0.51
H 0.36 2.17 -1.44
H 1.86 -0.21 1.72
H 0.77 -1.68 -0.54
H -0.19 -2.58 0.64
H -1.32 -2.55 -1.66
*
```

Here are the Löwdin charges for atoms 1 to 2, given in e: atom 1 (N): 0.081, atom 2 (C): -0.269

No. 8
C31H57FeN2OP2S | ωB97M-V/def2-TZVPD

Kohn-Sham gap (alpha / beta) = 7.4361 / 5.3655 eV
expectation value of S² = 6.197
DFT total energy = -101894.19500 eV
LUMO level (alpha / beta) = -1.841 / -4.260 eV
ΔE to the lowest compared entry with this formula, charge and spin = 0.00 kJ/mol

Geometry as ORCA input:
```
! RIJCOSX wB97M-V def2-TZVPD def2/J DEFGRID3
* xyz 1 5
C -2.41 0.94 -1.44
C -2.83 -1.26 -0.59
C -3.61 0.98 -2.14
C -4.10 -1.23 -1.27
C -4.47 -0.14 -2.03
H -3.87 1.85 -2.75
H -4.75 -2.10 -1.18
H -5.44 -0.14 -2.55
N -2.02 -0.11 -0.67
P -0.61 2.37 0.15
P -0.68 -2.45 0.60
C -1.45 2.12 -1.51
H -0.63 1.87 -2.21
H -1.95 3.02 -1.89
C -2.39 -2.39 0.12
H -3.02 -3.29 0.09
C 0.21 -3.44 -0.81
C -0.57 -3.52 2.19
C 0.91 3.52 -0.19
C -1.95 3.30 1.16
C 1.74 -3.26 -0.70
H 2.16 -3.83 0.15
H 2.23 -3.64 -1.62
H 2.01 -2.21 -0.56
C -0.13 -4.95 -0.86
H 0.30 -5.51 -0.01
H -1.22 -5.11 -0.89
H 0.30 -5.38 -1.79
C -0.32 -2.83 -2.12
H 0.28 -3.21 -2.98
H -1.37 -3.11 -2.29
H -0.27 -1.73 -2.12
C 0.88 -3.98 2.44
H 1.58 -3.13 2.41
H 0.94 -4.44 3.44
H 1.21 -4.74 1.71
C -1.00 -2.66 3.39
H -0.30 -1.83 3.56
H -2.01 -2.25 3.24
H -1.02 -3.29 4.29
C -1.54 -4.72 2.13
H -1.32 -5.42 1.31
H -1.46 -5.29 3.08
H -2.58 -4.38 2.03
C -1.42 3.49 2.60
H -2.19 3.99 3.21
H -1.19 2.52 3.07
H -0.51 4.12 2.63
C -3.22 2.42 1.16
H -3.75 2.49 0.20
H -3.03 1.36 1.36
H -3.90 2.80 1.95
C -2.37 4.67 0.57
H -3.33 4.96 1.03
H -1.65 5.47 0.78
H -2.53 4.61 -0.52
C 1.27 3.48 -1.69
H 0.49 3.95 -2.31
H 2.21 4.04 -1.84
H 1.42 2.45 -2.04
C 2.08 2.94 0.63
H 2.32 1.92 0.32
H 2.97 3.58 0.50
H 1.84 2.91 1.71
C 0.74 5.01 0.18
H 0.00 5.51 -0.45
H 0.47 5.16 1.24
H 1.71 5.51 0.02
Fe -0.24 -0.02 0.65
C -1.29 0.11 2.25
O -1.90 0.25 3.25
N 1.00 -0.01 -1.08
C 1.72 -0.03 -2.00
C 2.62 -0.05 -3.17
C 2.11 -1.09 -4.20
C 2.61 1.36 -3.80
C 4.05 -0.44 -2.70
H 2.11 -2.10 -3.77
H 1.09 -0.85 -4.53
H 2.78 -1.08 -5.07
H 2.98 2.12 -3.10
H 3.27 1.36 -4.69
H 1.60 1.65 -4.12
H 4.72 -0.46 -3.57
H 4.44 0.29 -1.97
H 4.05 -1.43 -2.23
C 3.29 -0.46 2.82
S 1.69 0.02 2.10
C 1.18 0.90 3.63
H 3.78 -1.16 2.12
H 3.16 -1.00 3.78
H 3.97 0.42 2.91
H 0.51 0.28 4.27
H 2.05 1.17 4.25
H 0.78 1.88 3.38
*
```

Here are the Löwdin charges for atoms 1 to 2, given in e: atom 1 (C): -0.329, atom 2 (C): -0.312